Record 1
DFT (ωB97M-V/def2-TZVPD) results for a 5-piece molecular cluster, C18H38N2O12P overall at a distorted geometry.

For the HOMO-LUMO gap, the calculation gives 5.9 eV. The total charge is -1.

Cartesian coordinates (Å):
N: 5.25340 -3.03600 -2.27083
C: 4.30114 -1.93170 -2.35938
N: 3.33659 -2.20952 -3.47455
P: 1.84877 -1.33870 -3.32066
O: 1.03538 -2.00888 -2.00996
O: 1.00025 -1.91388 -4.63519
C: 5.01266 -0.57566 -2.58903
O: 4.38779 0.34736 -3.15765
O: 6.18678 -0.48842 -2.21621
H: 4.72590 -3.82926 -1.91439
H: 5.48274 -3.29002 -3.22652
H: 3.73840 -1.88459 -1.41943
H: 3.12183 -3.20813 -3.47925
H: 1.44106 -1.69349 -1.19962
H: 1.10489 -2.87793 -4.61915
O: -0.62207 0.51732 -1.59628
C: -1.74990 0.13706 -1.56222
O: -2.48529 0.34214 -0.43833
C: -3.88560 0.09565 -0.35253
C: -4.17724 -1.35455 -0.02247
C: -2.34690 -0.64484 -2.70660
H: -4.40039 0.42776 -1.25614
H: -4.24406 0.73043 0.45858
H: -3.81901 -2.02255 -0.80533
H: -5.24978 -1.51195 0.10151
H: -3.67136 -1.64283 0.89932
H: -2.06100 -1.69073 -2.60308
H: -1.93410 -0.25475 -3.63348
H: -3.43055 -0.56593 -2.78273
O: 3.78698 3.54629 -8.70987
C: 4.25643 3.74125 -7.61831
O: 4.40971 2.72489 -6.77196
C: 5.12627 2.83330 -5.52531
C: 4.24651 3.35220 -4.41494
C: 4.59684 5.14264 -7.15997
H: 6.03197 3.42996 -5.65675
H: 5.44883 1.82361 -5.27815
H: 3.88062 4.36266 -4.62240
H: 4.79583 3.36724 -3.47520
H: 3.37511 2.71016 -4.29780
H: 3.69452 5.61885 -6.78023
H: 4.96120 5.70168 -8.01952
H: 5.37521 5.18254 -6.40239
O: -4.06466 0.62930 6.10891
C: -3.82567 1.47847 5.29600
O: -3.11350 1.15621 4.20580
C: -2.93067 2.03461 3.08802
C: -1.77516 2.98648 3.31036
C: -4.23257 2.91646 5.51825
H: -3.86016 2.55419 2.84762
H: -2.70584 1.39085 2.23867
H: -1.95273 3.64270 4.16367
H: -1.61457 3.60448 2.42734
H: -0.86278 2.42881 3.51919
H: -3.48409 3.40321 6.14149
H: -5.18761 2.92188 6.03810
H: -4.36815 3.48516 4.60143
O: -2.93069 -4.20917 3.41269
C: -2.49795 -3.80115 4.45292
O: -1.53750 -4.50653 5.08397
C: -0.82930 -4.02207 6.22454
C: -1.58498 -4.29440 7.50883
C: -3.06344 -2.56647 5.11269
H: -0.57789 -2.96733 6.10606
H: 0.11386 -4.56638 6.23477
H: -2.54413 -3.77675 7.52723
H: -1.00215 -3.97046 8.37188
H: -1.79323 -5.36032 7.60490
H: -3.95456 -2.84380 5.67379
H: -3.33856 -1.85803 4.33616
H: -2.36763 -2.05068 5.76907

***

Record 2
DFT (ωB97M-V/def2-TZVPD) results for one molecule with the formula C5H9N3 at a distorted geometry.

For the HOMO-LUMO gap, the calculation gives 8.1 eV.

Cartesian coordinates (Å):
C: 0.39359 -1.21518 -0.59726
C: -0.00891 -2.34911 0.30966
N: -0.35344 0.00133 -0.52583
N: -0.47264 -0.72836 -1.64997
H: 1.47107 -1.05268 -0.70356
H: -1.09031 -2.40182 0.40515
H: 0.43202 -2.23168 1.29971
H: 0.34375 -3.28646 -0.12042
C: 0.62885 1.42641 -1.07839
C: -1.10186 0.93103 0.23740
C: -0.78138 1.43476 1.43768
N: 1.73534 1.87020 -0.77272
H: 2.02823 1.66929 0.18872
H: 0.13796 1.48776 -2.06043
H: -2.07758 1.07629 -0.21956
H: 0.18540 1.27944 1.90055
H: -1.47009 2.08878 1.94925

***

Record 3
DFT (ωB97M-V/def2-TZVPD) results for C54H45AsF6HgN9O18 as an isolated structure at a distorted geometry.

For the HOMO-LUMO gap, the calculation gives 8.1 eV. The total charge is +1.

Cartesian coordinates (Å):
Hg: -9.34652 11.27307 6.31268
As: -7.80549 8.70639 3.84815
F: -8.83961 9.19636 2.44130
F: -7.07633 7.32527 3.00810
F: -6.70595 8.42237 5.22498
F: -8.50479 10.02201 4.77814
F: -9.08026 7.71425 4.49192
F: -6.61945 9.91653 3.20668
C: -13.79081 8.35752 1.21392
C: -12.42889 8.31260 1.58085
C: -12.00714 9.05803 2.73643
C: -12.88103 9.89782 3.39536
C: -14.19567 10.02458 2.94613
C: -14.61563 9.22813 1.85993
N: -12.37808 10.68288 4.58627
O: -11.22920 10.57277 4.96117
O: -13.08454 11.62406 4.96062
H: -14.13407 7.56750 0.56243
H: -11.68143 7.59539 1.27536
H: -11.01914 8.84989 3.11975
H: -14.95158 10.56361 3.49791
H: -15.68552 9.32764 1.75118
C: -12.14695 11.81835 12.62051
C: -11.88436 10.46617 12.29288
C: -11.81967 10.15526 10.95930
C: -12.08715 11.09446 9.98101
C: -12.30361 12.42365 10.29607
C: -12.32961 12.79658 11.65310
N: -12.07370 10.49805 8.57517
O: -12.55257 9.38391 8.40566
O: -11.47873 11.09845 7.74546
H: -12.38421 12.11030 13.63287
H: -11.64504 9.81140 13.11774
H: -11.63496 9.11036 10.75812
H: -12.56214 13.23982 9.63772
H: -12.57810 13.78786 12.00240
C: -13.73352 16.71471 7.91227
C: -12.74174 17.39102 7.11397
C: -11.95019 16.55252 6.35212
C: -12.09558 15.16923 6.42158
C: -13.08842 14.53024 7.12836
C: -13.92698 15.32494 7.90354
N: -11.25724 14.35634 5.55449
O: -10.87802 13.28170 5.95291
O: -11.07197 14.80751 4.48526
H: -14.25098 17.32133 8.64072
H: -12.57668 18.45805 7.08978
H: -11.13237 16.99967 5.80655
H: -13.26554 13.46715 7.19815
H: -14.61422 14.84412 8.58392
C: -4.00628 15.14147 4.06277
C: -4.33022 16.01734 5.03400
C: -5.36026 15.64965 5.84495
C: -6.07022 14.43007 5.77678
C: -5.61924 13.48900 4.83988
C: -4.62349 13.85764 3.96279
N: -7.27368 14.08432 6.55952
O: -7.79810 15.00165 7.22556
O: -7.83630 12.98645 6.40843
H: -3.23619 15.39531 3.34939
H: -3.92193 17.01253 5.13039
H: -5.81865 16.37485 6.50098
H: -6.16145 12.57355 4.65458
H: -4.31430 13.12414 3.23287
C: -7.89284 10.13810 13.08420
C: -7.82119 9.57834 11.85727
C: -8.14111 10.35124 10.76498
C: -8.46278 11.70791 10.89328
C: -8.48430 12.28566 12.16747
C: -8.19768 11.46567 13.26800
N: -8.93011 12.43458 9.70298
O: -8.93510 11.87801 8.60510
O: -9.40583 13.55509 9.72839
H: -7.82418 9.57834 14.00527
H: -7.68837 8.51127 11.75670
H: -7.98998 9.94281 9.77669
H: -8.72945 13.31501 12.38367
H: -8.10193 11.94863 14.22924
C: -4.25278 6.99879 9.36449
C: -5.60872 7.18952 9.39206
C: -6.14576 8.23934 8.66496
C: -5.38640 9.20760 8.05892
C: -3.99054 8.98441 8.06946
C: -3.39088 7.88934 8.71372
N: -5.99488 10.36352 7.36814
O: -7.25299 10.40580 7.23503
O: -5.30015 11.24880 6.91210
H: -3.80211 6.18365 9.91115
H: -6.24157 6.43404 9.83383
H: -7.21347 8.37493 8.57543
H: -3.30707 9.69540 7.62928
H: -2.33173 7.74164 8.86470
C: -11.57128 12.83409 -0.59468
C: -11.32087 11.83495 0.34039
C: -10.25767 11.93399 1.22523
C: -9.51086 13.14358 1.34224
C: -9.80796 14.14137 0.36071
C: -10.83875 13.99060 -0.59039
N: -8.52734 13.27619 2.46157
O: -8.63239 12.57990 3.49553
O: -7.72331 14.21575 2.35850
H: -12.38972 12.79612 -1.29832
H: -11.90131 10.92446 0.31804
H: -10.06450 11.10489 1.88983
H: -9.30130 15.08581 0.49379
H: -11.16459 14.75940 -1.27535
C: -12.24376 4.88033 5.67324
C: -12.31755 6.15741 5.26824
C: -11.57417 7.17340 5.93908
C: -10.83870 6.87812 7.09060
C: -10.83360 5.52658 7.50106
C: -11.49651 4.52533 6.76774
N: -10.10579 7.98225 7.76080
O: -9.48647 7.73582 8.76607
O: -10.05083 9.10032 7.18432
H: -12.60831 4.15022 4.96582
H: -12.81193 6.27198 4.31490
H: -11.66902 8.13334 5.45335
H: -10.24188 5.11610 8.30591
H: -11.33242 3.47812 6.97464
C: -6.09880 16.68491 12.61238
C: -5.18672 15.70324 12.95213
C: -5.05563 14.56173 12.14737
C: -5.77070 14.39544 10.95793
C: -6.67653 15.39801 10.63082
C: -6.83669 16.53944 11.43455
N: -5.63953 13.14386 10.22886
O: -5.10092 12.17269 10.70885
O: -6.05715 13.18813 9.07677
H: -6.26822 17.50786 13.29094
H: -4.60584 15.77322 13.85992
H: -4.27007 13.87811 12.43366
H: -7.32849 15.39363 9.76981
H: -7.43706 17.38939 11.14552

***

Record 4
DFT (ωB97M-V/def2-TZVPD) results for C20H28CaClO22 as an isolated structure at a distorted geometry.

For the HOMO-LUMO gap, the calculation gives 4.9 eV. The total charge is +1.

Cartesian coordinates (Å):
Ca: 0.04567 0.85755 -0.88325
Cl: -1.79833 4.79914 0.93343
O: -0.86442 3.76849 1.12212
O: -1.41381 5.46391 -0.27883
O: -3.09408 4.20431 0.76146
O: -1.68565 5.63450 1.98470
C: -4.52188 4.17926 -5.73032
C: -4.93855 2.78222 -6.35254
O: -3.96515 2.01169 -5.66355
C: -3.66018 2.55168 -4.47832
O: -2.97732 2.10141 -3.60577
O: -4.01094 3.78257 -4.46464
H: -5.43941 4.76476 -5.78898
H: -3.86175 4.77881 -6.35710
H: -4.81900 2.88480 -7.43110
H: -5.94890 2.41245 -6.17769
C: 0.20036 -6.37099 -2.57098
C: 0.75239 -5.73433 -3.82627
O: 0.81897 -4.35055 -3.65748
C: 0.38772 -4.08994 -2.52821
O: 0.05286 -2.90445 -2.11741
O: 0.25033 -5.22075 -1.74361
H: 0.48348 -7.36197 -2.21618
H: -0.76202 -6.55136 -3.04991
H: 0.11988 -5.85890 -4.70520
H: 1.77385 -6.05876 -4.02495
C: 3.50142 6.55314 -3.50823
C: 2.83531 6.32654 -4.75876
O: 1.92398 5.23013 -4.39280
C: 2.46505 4.57830 -3.32790
O: 2.02929 3.49223 -2.91469
O: 3.40425 5.31483 -2.74344
H: 3.36342 7.51028 -3.00529
H: 4.56961 6.59387 -3.72131
H: 3.61148 6.09243 -5.48736
H: 2.39993 7.28843 -5.02953
C: 0.41155 1.17102 6.42364
C: 1.88564 0.73835 6.47268
O: 2.01471 0.17733 5.15037
C: 0.88992 0.28338 4.36842
O: 0.81355 -0.04919 3.16183
O: -0.12553 0.78131 5.11940
H: 0.12961 2.15756 6.79152
H: -0.20639 0.53172 7.05414
H: 1.99951 -0.03525 7.23208
H: 2.53745 1.59593 6.63946
C: 5.98677 -4.47188 1.08266
C: 4.98175 -3.54328 1.63866
C: 5.34771 -2.34288 2.53329
O: 4.94674 -1.25545 1.72217
C: 4.24810 -1.67983 0.60470
O: 3.53282 -1.01084 -0.15889
O: 4.43051 -2.96339 0.48868
H: 5.67258 -5.03875 0.20628
H: 6.58426 -5.04410 1.79235
H: 6.86979 -4.00727 0.64389
H: 4.31125 -4.20698 2.18459
H: 6.41410 -2.18664 2.69606
H: 4.84547 -2.43800 3.49600
C: -4.08326 -2.88496 4.78612
C: -4.82470 -2.79687 3.46141
C: -5.75240 -1.62193 3.15038
O: -5.17358 -0.94685 2.08075
C: -3.95131 -1.36454 1.88027
O: -3.15801 -0.97802 1.04915
O: -3.74192 -2.38687 2.67408
H: -4.15207 -1.96506 5.36675
H: -3.01779 -3.11106 4.74438
H: -4.38966 -3.69247 5.45107
H: -5.10211 -3.68061 2.88684
H: -5.75279 -1.08227 4.09742
H: -6.65012 -2.10715 2.76727

***

Record 5
DFT (ωB97M-V/def2-TZVPD) results for a 13-piece molecular cluster, H26O13 overall at a distorted geometry.

For the HOMO-LUMO gap (alpha / beta), the calculation gives 2.9 / 10.3 eV. The spin multiplicity is 2. The total charge is -1.

Cartesian coordinates (Å):
O: 2.56127 -2.09045 -0.13819
H: 1.77094 -2.54283 -0.41827
H: 3.47187 -2.17858 -0.39221
O: -0.15470 0.12247 0.10250
H: 0.44831 0.27383 -0.62753
H: -0.28433 0.90070 0.64873
O: -1.47795 -0.71507 -2.99600
H: -0.59370 -0.99636 -2.49117
H: -2.15170 -0.63035 -2.31846
O: 1.25358 -1.89602 2.46680
H: 2.01081 -1.80664 1.87868
H: 0.63770 -1.29887 1.98026
O: -2.06962 2.44633 -0.59810
H: -2.97107 2.61032 -0.34127
H: -1.72371 1.64897 -0.99638
O: 1.91500 0.25882 4.08430
H: 1.60002 1.11492 3.74559
H: 1.32953 -0.32284 3.56840
O: -3.99392 0.12006 1.93409
H: -3.64091 0.01498 2.82641
H: -3.41098 -0.48668 1.45774
O: -1.57869 -1.19803 3.51886
H: -0.75446 -1.56249 3.87505
H: -1.83575 -1.97774 2.99605
O: 0.70160 1.88010 -2.44044
H: 0.06463 2.40237 -2.95202
H: 1.63578 2.16198 -2.48133
O: 0.95796 -1.23731 -4.28526
H: 1.08147 -0.33346 -3.98520
H: 0.03240 -1.47087 -4.21296
O: 1.66781 2.33560 -0.02271
H: 2.35711 2.31976 -0.69279
H: 1.27376 1.45302 -0.10286
O: -0.63534 2.83302 1.52693
H: 0.13532 2.61931 0.97791
H: -1.41695 2.54300 0.96463
O: 0.33829 -2.24581 -1.86076
H: 1.23608 -1.91220 -2.04421
H: 0.21253 -3.15694 -2.15483

***

Record 6
DFT (ωB97M-V/def2-TZVPD) results for a 7-piece molecular cluster, H14O7 overall at a distorted geometry.

For the HOMO-LUMO gap, the calculation gives 11.0 eV. Its SMILES is O.O.O.O.O.O.O.

Cartesian coordinates (Å):
O: 1.90390 -2.04005 -2.09867
H: 2.78090 -2.45505 -2.05667
H: 1.32990 -2.39905 -1.42967
O: 0.34390 -0.77405 0.37633
H: 0.28590 -0.08205 1.02033
H: -0.46610 -1.28005 0.40933
O: -2.08110 -1.92105 -1.31467
H: -2.52310 -1.05505 -1.08867
H: -1.47610 -1.63805 -2.01567
O: 2.67590 0.59795 -0.55067
H: 1.98890 -0.05605 -0.29267
H: 3.22090 0.06095 -1.10567
O: -0.85410 1.41795 -0.82967
H: -1.78410 1.25495 -0.83467
H: -0.46110 0.55695 -0.58967
O: -2.35310 1.51895 1.73433
H: -2.65910 1.91895 2.55633
H: -1.44710 1.27795 1.90733
O: 0.32790 1.33195 2.03633
H: 0.64690 1.82795 2.80133
H: 0.59990 1.93595 1.36533

***

Record 7
DFT (ωB97M-V/def2-TZVPD) results for an isolated ion of composition C12H15N2O and charge +1 at a distorted geometry.

For the HOMO-LUMO gap, the calculation gives 6.7 eV. Its SMILES is N[C@]1(C/C=C2\C=CC=CC2)C=CC(=[NH2+])O1. The total charge is +1.

Cartesian coordinates (Å):
C: -3.67848 -0.05503 0.33739
C: -3.37287 0.26097 -0.91031
C: -2.67524 -0.56916 1.26027
C: -1.98286 0.31484 -1.33578
C: -1.36249 -0.70261 0.86418
C: -1.01705 -0.38170 -0.49300
C: 2.93227 0.51009 -0.66882
C: 2.09543 1.63078 -0.60532
C: 2.45332 -0.52659 0.32119
C: 1.24303 -1.45261 -0.26532
C: 0.22506 -0.74765 -1.02114
C: 1.18213 1.43476 0.51098
N: 3.24547 -1.34126 1.07992
N: 0.11686 2.14473 0.79333
O: 1.53937 0.29516 1.09272
H: -4.62351 -0.24987 0.75426
H: -4.26784 0.57357 -1.51555
H: -3.04102 -0.74286 2.24646
H: -1.76483 0.07271 -2.48172
H: -0.62571 -1.13109 1.52002
H: 3.68077 0.21851 -1.45196
H: 2.01553 2.42094 -1.28807
H: 1.58634 -2.34551 -0.86246
H: 0.89970 -1.85170 0.68074
H: 0.40594 -0.63287 -2.02676
H: 2.86962 -1.90057 1.81826
H: -0.24602 2.78383 0.17608
H: -0.39482 1.88468 1.59061
H: -1.68566 1.37874 -1.23450
H: 4.24756 -1.29325 1.11430

***

Record 8
DFT (ωB97M-V/def2-TZVPD) results for one molecule with the formula C4H8N2O2 at a distorted geometry.

For the HOMO-LUMO gap, the calculation gives 10.6 eV. Its SMILES is O=CNCCNC=O.

Cartesian coordinates (Å):
C: 0.97688 0.15506 -0.17104
N: 0.61689 -0.45005 1.13448
C: 1.45076 -0.37536 2.22473
O: 2.53835 0.12937 2.14862
C: -0.14121 1.07097 -0.67538
N: -1.45029 0.48359 -0.94274
C: -1.75700 -0.80360 -1.22106
O: -2.77756 -1.10031 -1.80343
H: 1.78795 0.86297 -0.04387
H: 1.23271 -0.70892 -0.78363
H: -0.22511 -1.00499 1.13342
H: 0.96342 -0.93239 3.03991
H: 0.28649 1.13744 -1.71460
H: -0.26743 2.00612 -0.15568
H: -2.14441 1.13530 -1.27487
H: -1.09045 -1.60519 -0.89485